(1)
Below is the molecule C2H6NP in a non-equilibrium geometry, with properties calculated with the ωB97M-V functional and the def2-TZVPD basis.

CARTESIAN COORDINATES (ANGSTROEM)
H: 0.80353 -1.27070 2.15396
N: 0.34310 -0.40693 1.87616
C: 0.12242 -0.21377 0.66860
C: -0.75468 0.91644 0.24861
P: 0.43804 -1.76703 -0.76032
H: -1.31247 0.68640 -0.53538
H: -0.19470 1.73049 0.04144
H: -1.42627 1.25346 1.06469
H: 1.65022 -1.23595 -1.37508
H: -0.28421 -1.08885 -1.75313

Its largest force on an atom is 0.0863 hartree/bohr. As for the calculated total energy: -475.8376 a.u. Its total charge is 0.

(2)
Below is a cluster of 4 separate species, C24H28F4N6O8S4 in total in a non-equilibrium geometry, with properties calculated with the ωB97M-V functional and the def2-TZVPD basis.

CARTESIAN COORDINATES (ANGSTROEM)
C: -4.55723 -1.02236 -0.05199
N: -4.04072 0.28722 -0.47023
C: -3.15596 0.88200 0.33195
C: -2.37628 1.92130 -0.04545
C: -2.58468 2.43539 -1.35271
C: -3.45857 1.81178 -2.25004
C: -4.26755 0.69993 -1.74166
C: -1.73265 3.46858 -1.90432
C: -1.77604 4.75100 -1.44617
C: -0.99041 5.76102 -2.03333
N: -0.00543 5.38934 -2.84935
C: 0.22178 4.09649 -3.14477
C: -0.69028 3.12665 -2.78142
C: 0.86787 6.39183 -3.41149
H: -4.60232 -0.93011 1.03317
H: -3.83723 -1.74416 -0.43762
H: -5.56476 -1.19288 -0.43133
H: -2.95997 0.39714 1.27689
H: -1.64288 2.37399 0.60540
H: -3.50169 2.22221 -3.24809
H: -4.95224 0.06911 -2.28909
H: -2.60436 4.96759 -0.78785
H: -1.02109 6.81329 -1.79212
H: 0.97532 3.97599 -3.90900
H: -0.57428 2.09636 -3.08382
H: 1.37582 5.96080 -4.27421
H: 1.67864 6.61754 -2.71880
H: 0.25345 7.25376 -3.67159
C: 1.84620 0.79827 4.21090
N: 2.38909 0.04500 3.08120
C: 2.46776 0.60434 1.85502
C: 2.96076 -0.12928 0.77443
C: 3.24789 -1.45875 0.98115
C: 3.26402 -1.99596 2.30457
C: 2.84315 -1.22411 3.38476
C: 3.59141 -2.32642 -0.20986
C: 4.33924 -1.87450 -1.29491
C: 4.37852 -2.63362 -2.49673
N: 3.75056 -3.78964 -2.57662
C: 3.13518 -4.33033 -1.49144
C: 3.01565 -3.63483 -0.27814
C: 3.42747 -4.27581 -3.84577
H: 1.30931 1.67362 3.84537
H: 2.66391 1.14201 4.84437
H: 1.24989 0.15580 4.85878
H: 2.12042 1.62333 1.76888
H: 3.03599 0.34194 -0.19443
H: 3.54530 -3.02841 2.45063
H: 2.75926 -1.63703 4.37918
H: 4.71108 -0.86301 -1.36581
H: 4.72614 -2.20244 -3.42390
H: 2.59024 -5.24413 -1.67696
H: 2.33587 -3.98890 0.48274
H: 4.15378 -4.17438 -4.65217
H: 2.44157 -3.92742 -4.15354
H: 3.25398 -5.35161 -3.82011
N: -3.58932 -0.66925 3.63748
S: -2.49691 -0.13128 4.48579
O: -1.08894 -0.57971 4.22837
O: -2.86446 0.21418 5.84529
F: -2.47082 1.34949 3.88149
S: -3.50293 -2.11705 4.59111
O: -3.96828 -2.16582 5.96839
O: -2.37609 -3.02956 4.40384
F: -4.64084 -3.01530 3.85186
N: 0.21639 -2.75750 0.03123
S: -0.64718 -1.92747 0.91778
O: -2.00081 -2.40041 1.02819
O: -0.34785 -0.50449 1.01892
F: 0.11484 -2.37658 2.30969
S: -0.05753 -1.80773 -1.35947
O: 0.98796 -0.85918 -1.65540
O: -1.47428 -1.39845 -1.62034
F: 0.17712 -2.99841 -2.42673

Its largest force on an atom is 0.2404 hartree/bohr. As for the calculated total energy: -3852.8051 a.u. Its spin multiplicity is 2. Its expectation value of S² is 0.7631. Its total charge is +3.

(3)
Below is a structure of composition C23H20ClF5N3ORhSe, with properties calculated with the ωB97M-V functional and the def2-TZVPD basis.

CARTESIAN COORDINATES (ANGSTROEM)
Rh: 1.67577 0.31135 -1.01468
N: -1.73504 5.13546 0.84317
C: -1.01505 4.04530 0.46158
C: -1.61261 2.79166 0.30174
C: -0.85379 1.71695 -0.09078
N: 0.45910 1.80228 -0.33953
C: 1.03560 3.00845 -0.21198
C: 0.35264 4.13324 0.17832
H: -2.66363 5.01186 1.20333
H: -1.25560 5.97495 1.11262
H: -2.66701 2.64814 0.49727
H: -1.29117 0.73515 -0.19698
H: 2.09585 3.05325 -0.41744
H: 0.88559 5.07006 0.27004
C: -0.77879 0.96408 -5.02599
N: -0.44482 -0.40193 -4.65118
C: -0.78899 -1.44056 -5.60938
C: 0.23103 -0.65609 -3.52239
C: 0.64729 -2.07114 -3.25535
O: 0.48837 0.29107 -2.75104
H: -0.48104 1.13527 -6.06086
H: -0.24994 1.65565 -4.38035
H: -1.85328 1.13514 -4.93538
H: -1.62974 -1.09126 -6.20534
H: -1.09118 -2.35609 -5.10827
H: 0.04408 -1.65990 -6.28129
H: 1.14869 -2.49036 -4.12714
H: -0.22895 -2.68217 -3.03033
H: 1.31651 -2.10123 -2.40435
C: 0.50284 -0.90737 -0.13027
C: -0.27666 -1.65290 0.41493
C: -1.18173 -2.54652 1.07924
C: -2.35200 -2.98298 0.45456
C: -3.22213 -3.84155 1.10752
C: -2.93930 -4.27694 2.39448
C: -1.77925 -3.84685 3.02487
C: -0.90667 -2.98925 2.37589
H: -2.57177 -2.64148 -0.54931
H: -4.12485 -4.17166 0.60927
H: -3.61878 -4.94776 2.90383
H: -1.55225 -4.18136 4.02898
H: -0.00157 -2.65086 2.86303
Cl: 3.43416 -0.48585 -2.31852
F: 2.05878 0.73414 6.60029
C: 2.29650 0.71960 5.28776
C: 3.59184 0.64014 4.80899
F: 4.61260 0.57626 5.66705
C: 3.81893 0.62427 3.44688
F: 5.09214 0.54261 3.04468
C: 2.79395 0.68345 2.50194
Se: 3.37460 0.57864 0.67571
C: 1.51201 0.78232 3.02275
F: 0.44462 0.89202 2.22511
C: 1.25639 0.79265 4.38507
F: -0.00227 0.88861 4.82722

Its largest force on an atom is 0.0103 hartree/bohr. As for the calculated total energy: -4599.4318 a.u. Its total charge is 0.

(4)
Below is the molecule C3H7ClN2O2 in a non-equilibrium geometry, with properties calculated with the ωB97M-V functional and the def2-TZVPD basis.

CARTESIAN COORDINATES (ANGSTROEM)
O: 2.00405 0.36782 0.77772
C: 0.82694 0.40835 1.11421
N: 0.30165 1.39108 1.93740
O: -0.95219 1.33141 2.42942
N: -0.15348 -0.37840 0.62369
C: 0.17045 -1.44254 -0.25012
C: 0.38381 -0.92267 -1.67292
Cl: -1.11679 -0.35111 -2.40788
H: 0.89261 2.13463 2.31944
H: -0.88269 0.81155 3.25552
H: -1.15724 -0.14268 0.77254
H: -0.59893 -2.21592 -0.25122
H: 1.10298 -1.91704 0.05243
H: 0.84034 -1.58459 -2.32939
H: 1.04908 -0.05862 -1.61718

Its largest force on an atom is 0.0523 hartree/bohr. As for the calculated total energy: -838.6634 a.u. Its total charge is 0.

(5)
Below is a cluster of 2 separate species, CH4NO2 in total in a non-equilibrium geometry, with properties calculated with the ωB97M-V functional and the def2-TZVPD basis.

CARTESIAN COORDINATES (ANGSTROEM)
O: 1.14500 1.29767 1.44385
H: 0.90359 1.79208 0.64462
C: -0.00196 -1.51869 -0.62922
N: -0.77051 -0.30837 -0.97004
O: 0.61114 -1.37920 0.42566
H: 0.88729 0.43811 1.02330
H: -1.32169 0.12778 -0.23328
H: -1.45284 -0.44939 -1.70489

Its largest force on an atom is 0.0275 hartree/bohr. As for the calculated total energy: -245.7300 a.u. Its total charge is -1.

(6)
Below is a cluster of 6 separate species, C16H35Cl10N in total in a non-equilibrium geometry, with properties calculated with the ωB97M-V functional and the def2-TZVPD basis.

CARTESIAN COORDINATES (ANGSTROEM)
C: 3.87957 -1.07585 2.93295
C: 2.65706 -0.10751 2.77795
N: 2.81666 1.22913 3.58674
C: 3.89471 2.11309 3.25564
C: 4.30484 2.14008 1.97781
C: 1.54959 1.98570 3.70977
C: 0.54527 1.15212 4.50924
H: 3.62265 -1.99558 2.56511
H: 4.31725 -1.06430 3.98610
H: 4.73003 -0.85085 2.17056
H: 1.79925 -0.60667 3.27108
H: 2.52709 -0.06278 1.86418
H: 4.58673 1.68790 3.85253
H: 3.87249 2.95012 3.74698
H: 4.09620 1.41529 1.20958
H: 5.26433 2.46900 1.90497
H: 3.68379 2.90269 1.40860
H: 1.25684 2.47318 2.87723
H: 1.80130 2.79454 4.56113
H: -0.37236 1.84690 4.57647
H: 0.96018 0.72752 5.33909
H: 0.02029 0.37395 3.99783
Cl: -3.62292 1.32808 1.52137
C: -2.99795 1.82424 3.07949
C: -3.37825 0.88838 4.17966
Cl: -2.74449 1.36606 5.69087
H: -3.61602 2.86014 3.47714
H: -2.02349 2.26601 3.12429
H: -3.13605 -0.21765 3.79654
H: -4.29007 0.64890 4.22961
Cl: 1.10555 2.15450 -0.65605
C: -0.58228 1.72523 -0.32559
C: -0.79171 0.32999 -0.91227
Cl: -0.01797 -0.95517 0.10027
H: -1.41138 2.27810 -0.84561
H: -0.61638 1.77205 0.83681
H: -0.65969 0.24665 -2.14885
H: -1.87589 0.23954 -0.64666
Cl: -2.28115 2.27807 -5.10288
C: -0.62179 1.58462 -5.20665
C: -0.69227 0.39650 -6.15127
Cl: -1.05152 0.90904 -7.87334
H: -0.32043 1.27847 -4.32352
H: -0.04660 2.40542 -5.44784
H: -1.18783 -0.39172 -6.06363
H: 0.19330 -0.16549 -6.38429
Cl: 0.93244 -1.69702 -3.66661
C: 0.75868 -3.31441 -2.71572
C: 0.65932 -4.51567 -3.69079
Cl: 0.64269 -6.02908 -2.75865
H: -0.24160 -3.15849 -2.34174
H: 1.46524 -3.37874 -1.91697
H: 1.40154 -4.28906 -4.51237
H: -0.26096 -4.36655 -4.30601
Cl: -3.45882 -4.01425 -4.25245
C: -3.55430 -3.17519 -2.60744
C: -4.12959 -1.63777 -2.76614
Cl: -2.99069 -0.66938 -3.57009
H: -2.58726 -2.94004 -2.15539
H: -4.26068 -3.68384 -1.80768
H: -4.33204 -1.22749 -1.72837
H: -5.19042 -1.45067 -3.23272

Its largest force on an atom is 0.2111 hartree/bohr. As for the calculated total energy: -5286.9650 a.u. Its total charge is 0.

(7)
Below is a structure of composition C29H36BiN9O2P, with properties calculated with the ωB97M-V functional and the def2-TZVPD basis.

CARTESIAN COORDINATES (ANGSTROEM)
Bi: -0.56098 -0.22197 -0.18015
C: 4.30854 2.47882 2.51128
N: 3.14667 2.45648 1.64247
C: 2.97922 3.19750 0.50937
C: 1.73506 2.88811 0.02965
N: 1.14325 1.97800 0.84651
C: 2.00558 1.72343 1.80771
P: 1.82117 0.53153 3.16674
C: 0.06830 0.71153 3.61468
N: -1.00010 0.33699 2.93910
C: -2.07408 0.61220 3.72812
C: -1.65035 1.15541 4.90948
N: -0.28960 1.20886 4.83606
C: 0.60293 1.68877 5.87582
C: 1.76335 -1.02685 2.20742
N: 1.03031 -1.38498 1.15471
C: 1.46236 -2.61825 0.76941
C: 2.46718 -3.02198 1.59007
N: 2.64876 -2.01606 2.49211
C: 3.61700 -2.02718 3.57582
H: 5.00417 3.23185 2.15206
H: 4.01949 2.72775 3.53108
H: 4.81108 1.51235 2.51512
H: 3.73882 3.86710 0.14417
H: 1.23816 3.26434 -0.85069
H: -3.08254 0.40706 3.41015
H: -2.19244 1.48408 5.77937
H: 0.01338 2.11130 6.68448
H: 1.20496 0.87323 6.27488
H: 1.26860 2.45623 5.48526
H: 1.05657 -3.11613 -0.09144
H: 3.05465 -3.92315 1.59976
H: 4.04147 -3.02373 3.65754
H: 4.42143 -1.31812 3.38506
H: 3.13700 -1.77331 4.51782
C: -0.73686 -1.46811 -4.65726
C: -0.33621 -0.92163 -3.32544
N: -1.21368 -0.42362 -2.53177
O: -2.51999 -0.48327 -2.98008
C: 1.03338 -0.90854 -2.85592
C: 2.19552 -1.12977 -3.77711
N: 1.24689 -0.67770 -1.57896
O: 2.41271 -0.60737 -1.10487
H: -1.41286 -2.31114 -4.50246
H: 0.10969 -1.79940 -5.24870
H: -1.30122 -0.71437 -5.20756
H: -3.01122 0.07437 -2.36541
H: 2.02330 -0.68331 -4.75490
H: 2.40442 -2.19470 -3.90405
H: 3.07106 -0.67614 -3.31754
C: -1.65737 -2.27072 -0.29066
C: -2.07960 -2.72896 1.06443
C: -3.13176 -2.07413 1.70999
C: -3.55818 -2.45967 2.96909
C: -2.92625 -3.50487 3.62784
C: -1.88550 -4.17079 2.99951
C: -1.47550 -3.79624 1.72760
H: -2.53331 -2.07748 -0.91017
H: -1.02394 -2.99246 -0.80604
H: -3.63933 -1.26166 1.19706
H: -4.39660 -1.95472 3.43306
H: -3.26710 -3.81941 4.60544
H: -1.39687 -5.00065 3.49506
H: -0.69860 -4.36735 1.23799
C: -0.43471 6.54700 -2.33979
C: -0.72381 5.13059 -1.93916
C: -1.02961 4.77980 -0.62947
C: -1.33391 3.46133 -0.33416
N: -1.36087 2.49511 -1.24864
C: -1.03786 2.82308 -2.50125
C: -0.71203 4.11022 -2.88844
H: -0.57793 7.23270 -1.50722
H: -1.09426 6.84403 -3.15549
H: 0.59158 6.64000 -2.69830
H: -1.04163 5.53079 0.14984
H: -1.57387 3.15686 0.68014
H: -1.05208 2.01530 -3.22323
H: -0.46502 4.32551 -3.92038

Its largest force on an atom is 0.0102 hartree/bohr. As for the calculated total energy: -2325.6456 a.u. Its total charge is +1.

(8)
Below is the ion O2 with charge +1 in a non-equilibrium geometry, with properties calculated with the ωB97M-V functional and the def2-TZVPD basis.

CARTESIAN COORDINATES (ANGSTROEM)
O: 0.64530 -0.10424 0.38792
O: -0.64530 0.10424 -0.38792

Its largest force on an atom is 0.2735 hartree/bohr. As for the calculated total energy: -149.7288 a.u. Its spin multiplicity is 2. Its expectation value of S² is 0.7535. Its total charge is +1.